DFT (ωB97M-V/def2-TZVPD) results for a molecular structure, C25H28ClGaN2O4S3.

The value obtained for the molar mass is 621.9 g mol⁻¹. As for the orbital gap: 6.75 eV. As for the total energy: -4959.04854 hartree. The energy relative to the best compared isomer or geometry (same formula, charge and spin) is 121.4 kJ/mol. The calculation puts the LUMO energy at -6.6 eV.

Geometry as ORCA input:
```
! wB97M-V def2-TZVPD RIJCOSX def2/J DEFGRID3
* xyz 2 1
Ga -0.1048 -0.2635 0.1416
C 0.5532 2.9493 3.6688
C -0.3062 2.0086 2.7904
S 0.4675 1.8522 1.1548
C -0.0426 3.3985 0.3168
C 1.1277 4.0700 -0.4485
S 2.7015 3.1747 -0.4520
C 3.5411 3.7875 1.0624
C 2.7243 4.1580 2.3030
S 2.3598 2.8109 3.4940
H 0.3467 2.7281 4.7148
H 0.2770 3.9903 3.5063
H -1.3219 2.3907 2.6993
H -0.3266 0.9984 3.1978
H -0.4086 4.0421 1.1161
H -0.8783 3.1773 -0.3413
H 1.3014 5.0709 -0.0601
H 0.8690 4.1730 -1.4995
H 4.1032 4.6675 0.7544
H 4.2617 3.0034 1.2952
H 1.7842 4.6452 2.0473
H 3.3058 4.8865 2.8643
O -6.3488 -2.9473 0.2363
C -6.1042 -1.8172 1.0321
C -4.6956 -1.3597 0.7928
C -4.1993 -0.2193 1.4218
C -2.9003 0.1596 1.1859
N -2.0976 -0.5300 0.3629
C -2.5675 -1.6198 -0.2688
C -3.8579 -2.0610 -0.0684
C -1.6138 -2.2549 -1.2077
C -1.8989 -3.3687 -1.9638
C -0.9421 -3.8521 -2.8538
C -1.2518 -5.0427 -3.7276
O -2.4463 -5.6801 -3.3523
C 0.2771 -3.1870 -2.9440
C 0.5083 -2.0914 -2.1442
N -0.4244 -1.6372 -1.2954
H -7.2510 -3.2557 0.3691
H -6.2122 -2.0333 2.1016
H -6.7813 -0.9881 0.7974
H -4.8209 0.3657 2.0874
H -2.4747 1.0362 1.6492
H -4.2470 -2.9345 -0.5695
H -2.8463 -3.8832 -1.8951
H -0.3963 -5.7208 -3.7409
H -1.3731 -4.6704 -4.7488
H -2.2578 -6.5068 -2.8983
H 1.0472 -3.5245 -3.6266
H 1.4482 -1.5595 -2.1598
Cl 7.0005 -1.6456 4.0699
C 5.5213 -1.4573 3.2248
C 5.5442 -1.1763 1.8615
C 4.3534 -1.0126 1.1847
C 3.1405 -1.1401 1.8657
C 3.1301 -1.4300 3.2297
C 4.3192 -1.5860 3.9117
C 1.8891 -0.9223 1.1588
O 1.8491 -0.5129 -0.0596
O 0.7362 -1.0747 1.7224
H 6.4919 -1.0891 1.3475
H 4.3544 -0.7847 0.1271
H 2.1853 -1.5320 3.7483
H 4.3271 -1.8084 4.9702
*
```